No. 1
ORCA calculation (ωB97M-V/def2-TZVPD) on a single C20H27N5O4 molecule.

## Properties
Energy relative to the best compared isomer or geometry (same formula, charge and spin) in kcal per mole: 41.26
Charge: 0
Structure (SMILES): CCOc1ccc(CN2CCNC(=O)[C@@H]2CC(=O)N(C)Cc2nonc2C)cc1
Spin multiplicity: 1
HOMO level in eV: -8.4

Last columns: bonded neighbours and bond lengths (Å).
CARTESIAN COORDINATES (ANGSTROEM)
1 H -0.554 -0.171 -1.653  C33 1.099
2 H -2.810 3.711 1.275  C49 1.094
3 C 2.046 3.414 2.802  C18 1.476, C32 1.439, N48 1.303
4 O -0.054 0.728 2.355  C8 1.227
5 H 2.469 -1.228 0.070  C31 1.096
6 H -2.077 -6.995 -2.924  C56 1.094
7 C 1.993 1.313 -0.156  H27 1.099, H35 1.091, N46 1.444, C53 1.523
8 C -0.731 1.281 1.495  O4 1.227, C22 1.511, N40 1.353
9 N 0.859 4.881 1.644  C32 1.304, O41 1.341
10 N 0.763 2.722 -1.681  C30 1.342, C53 1.442, H54 1.011
11 C 0.331 -3.426 -2.691  C38 1.397, C45 1.376, H52 1.079
12 H -0.331 -2.898 1.051  C28 1.081
13 H 2.590 3.271 -0.863  C53 1.093
14 H 1.612 -1.725 -2.554  C45 1.079
15 H -3.389 -4.649 -1.450  C55 1.087
16 H 1.813 1.419 3.432  C18 1.090
17 H -2.132 0.866 -0.109  C22 1.088
18 C 2.416 2.291 3.685  C3 1.476, H16 1.090, H39 1.086, H50 1.090
19 H -2.141 2.904 -0.153  C49 1.083
20 O -1.383 2.263 -2.100  C30 1.220
21 H -1.307 4.298 0.533  C49 1.093
22 C -1.169 0.522 0.263  C8 1.511, H17 1.088, C33 1.566, H36 1.091
23 C -0.766 -4.087 -0.663  C28 1.386, H29 1.079, C38 1.390
24 H -1.298 4.050 3.114  C47 1.091
25 H 2.676 1.980 -2.085  C53 1.097
26 H 1.034 -0.975 1.082  C31 1.099
27 H 1.560 1.755 0.752  C7 1.099
28 C -0.144 -3.038 -0.005  H12 1.081, C23 1.386, C51 1.385
29 H -1.422 -4.734 -0.101  C23 1.079
30 C -0.309 1.917 -1.636  N10 1.342, O20 1.220, C33 1.524
31 C 1.390 -1.039 0.044  H5 1.096, H26 1.099, N46 1.458, C51 1.503
32 C 0.726 3.873 2.462  C3 1.439, N9 1.304, C47 1.490
33 C -0.166 0.569 -0.939  H1 1.099, C22 1.566, C30 1.524, N46 1.443
34 H -1.708 -6.536 -1.250  C56 1.097
35 H 2.992 0.950 0.090  C7 1.091
36 H -1.265 -0.522 0.564  C22 1.091
37 H -3.737 -5.166 -3.099  C55 1.087
38 C -0.536 -4.291 -2.018  C11 1.397, C23 1.390, O44 1.362
39 H 3.472 2.064 3.571  C18 1.086
40 N -1.117 2.568 1.661  C8 1.353, C47 1.458, C49 1.443
41 O 2.175 5.070 1.466  N9 1.341, N48 1.344
42 H -4.132 -6.229 -1.740  C55 1.087
43 H -0.456 2.556 3.636  C47 1.092
44 O -1.068 -5.289 -2.777  C38 1.362, C56 1.412
45 C 0.946 -2.390 -2.025  C11 1.376, H14 1.079, C51 1.392
46 N 1.208 0.216 -0.675  C7 1.444, C31 1.458, C33 1.443
47 C -0.590 3.273 2.823  H24 1.091, C32 1.490, N40 1.458, H43 1.092
48 N 2.892 4.177 2.170  C3 1.303, O41 1.344
49 C -1.888 3.405 0.773  H2 1.094, H19 1.083, H21 1.093, N40 1.443
50 H 2.217 2.555 4.723  C18 1.090
51 C 0.715 -2.178 -0.669  C28 1.385, C31 1.503, C45 1.392
52 H 0.505 -3.596 -3.742  C11 1.079
53 C 2.093 2.375 -1.244  C7 1.523, N10 1.442, H13 1.093, H25 1.097
54 H 0.640 3.587 -2.190  N10 1.011
55 C -3.414 -5.506 -2.118  H15 1.087, H37 1.087, H42 1.087, C56 1.526
56 C -2.037 -6.155 -2.225  H6 1.094, H34 1.097, O44 1.412, C55 1.526

=====

No. 2
ORCA calculation (ωB97M-V/def2-TZVPD) on a gas-phase ion, C7H13BrN (charge +1) at a distorted geometry.

## Properties
Energy relative to the best compared isomer or geometry (same formula, charge and spin) in kcal per mole: 55.40
Charge: +1
Structure (SMILES): CC(C)/[NH+]=C/C/C=C/Br
Spin multiplicity: 1
HOMO level in eV: -13.1

Last columns: bonded neighbours and bond lengths (Å).
CARTESIAN COORDINATES (ANGSTROEM)
1 H 1.581 0.521 -3.511  C2 1.070
2 C 1.513 1.362 -2.852  H1 1.070, Br5 1.930, C8 1.321
3 H -2.019 -0.772 2.260  C19 1.074
4 H 1.559 -0.772 0.206  C6 1.134
5 Br 2.954 2.635 -3.003  C2 1.930
6 C 1.276 -0.852 1.301  H4 1.134, C7 1.511, H10 1.100, H20 1.167
7 C -0.220 -0.787 1.100  C6 1.511, N11 1.483, H15 1.138, C19 1.550
8 C 0.351 1.739 -2.348  C2 1.321, H17 1.034, C22 1.460
9 H -1.508 1.426 -2.854  C22 1.132
10 H 1.565 -1.782 1.811  C6 1.100
11 N -0.278 0.205 -0.001  C7 1.483, C16 1.319, H21 1.009
12 H -1.705 -0.830 -1.116  C16 1.136
13 H -0.457 -0.662 3.275  C19 1.135
14 H -0.642 -0.042 -3.147  C22 1.140
15 H -0.473 -1.828 0.716  C7 1.138
16 C -0.959 0.027 -1.116  N11 1.319, H12 1.136, C22 1.455
17 H 0.126 2.686 -2.000  C8 1.034
18 H -1.258 0.705 2.493  C19 1.093
19 C -1.034 -0.355 2.346  H3 1.074, C7 1.550, H13 1.135, H18 1.093
20 H 1.578 0.178 1.757  C6 1.167
21 H 0.308 1.020 0.107  N11 1.009
22 C -0.738 0.766 -2.349  C8 1.460, H9 1.132, H14 1.140, C16 1.455

=====

No. 3
ORCA calculation (ωB97M-V/def2-TZVPD) on 9 unconnected molecules or ions with the total composition C71H80ClN5O9P2S at a distorted geometry.

## Properties
Energy relative to the best compared isomer or geometry (same formula, charge and spin) in kcal per mole: 303.58
Charge: 0
Structure (SMILES): CC(=O)N(C)c1c(P(=O)(O)O)c(N)c2nc(CCCCn3cccc3)c(P(=O)(O)O)nc2c1CCCCS(=O)(=O)Cl.c1ccccc1.c1ccccc1.c1ccccc1.c1ccccc1.c1ccccc1.c1ccccc1.c1ccccc1.c1ccccc1
Spin multiplicity: 1
HOMO level in eV: -7.9

Last columns: bonded neighbours and bond lengths (Å).
CARTESIAN COORDINATES (ANGSTROEM)
1 C -7.245 -7.552 5.285  C71 1.392, H81 1.085, C113 1.392
2 H -0.946 0.689 -4.576  C31 1.150
3 O 8.491 3.452 -2.322  S84 1.518
4 H -7.572 -7.225 1.923  C38 1.085
5 H -5.930 -6.846 3.737  C113 1.085
6 C 8.783 -1.580 -1.337  H58 1.147, H101 1.141, H120 1.161, C136 1.625
7 C 4.616 1.102 0.799  C9 1.637, C22 1.612, H44 1.159, H54 1.157
8 C 1.459 2.954 6.647  H33 1.085, C60 1.392, C152 1.392
9 C 5.604 2.186 0.073  C7 1.637, C66 1.606, H141 1.141, H161 1.162
10 H 3.870 5.722 0.946  C39 1.086
11 C -6.176 2.410 5.478  C86 1.392, C87 1.392, H145 1.085
12 H -7.693 -4.763 1.496  C150 1.085
13 C 4.994 7.377 1.735  C39 1.392, C43 1.392, H147 1.085
14 H -2.672 1.242 -4.168  C31 1.148
15 C -6.248 -4.913 -1.571  H47 1.085, C104 1.392, C129 1.392
16 C -8.753 -4.999 -0.360  C85 1.392, H96 1.085, C150 1.392
17 H -9.537 -5.226 -2.349  C85 1.085
18 C -6.072 -2.325 5.101  C37 1.392, C99 1.392, H157 1.085
19 H 5.415 -1.970 -9.857  C107 1.085
20 Cl 7.315 5.290 -4.317  S84 2.113
21 C -7.334 0.671 6.681  H36 1.085, C68 1.392, C87 1.391
22 C 4.081 -0.022 -0.225  C7 1.612, C46 1.550, C73 1.593
23 H -3.782 -2.218 -2.793  C55 1.085
24 H -5.144 -1.471 1.443  C94 1.085
25 O -2.113 2.538 -0.049  H51 0.988, P139 1.688
26 O -0.077 4.240 -1.100  H79 0.993, P139 1.720
27 H 7.006 -0.386 1.555  C75 1.152
28 H -6.385 0.390 4.772  C87 1.085
29 H -10.397 -8.709 4.790  C118 1.085
30 C -4.481 -1.498 3.489  C94 1.392, C99 1.392, H134 1.085
31 C -1.583 1.254 -3.804  H2 1.150, H14 1.148, C45 1.631, C103 1.601
32 H 6.138 8.867 2.782  C43 1.085
33 H 0.999 2.056 6.249  C8 1.085
34 C -4.670 -4.032 -5.521  C112 1.392, H148 1.085, C167 1.391
35 C -0.002 0.243 -1.871  C40 1.557, C45 1.623, N132 1.437
36 H -7.666 -0.359 6.754  C21 1.085
37 C -6.993 -2.544 4.080  C18 1.392, C133 1.392, H151 1.085
38 C -7.832 -7.465 2.949  H4 1.085, C113 1.392, C123 1.392
39 C 4.402 6.120 1.805  H10 1.086, C13 1.392, C126 1.392
40 C 0.523 1.298 -0.854  C35 1.557, P139 1.912, N143 1.430
41 H -7.380 -2.396 1.970  C133 1.085
42 C 0.084 7.184 -3.651  C67 1.559, C121 1.577, H146 1.144
43 C 5.673 7.888 2.837  C13 1.392, H32 1.085, C74 1.392
44 H 3.756 1.753 1.222  C7 1.159
45 C -1.514 0.344 -2.452  C31 1.631, C35 1.623, H83 1.160, H140 1.140
46 C 5.005 -1.188 -0.661  C22 1.550, N70 1.459, C149 1.600
47 H -5.272 -4.880 -2.043  C15 1.085
48 H 0.104 2.643 -3.181  C103 1.145
49 O 0.080 3.090 1.220  P139 1.560
50 H 6.366 0.176 -9.068  C102 1.085
51 H -2.374 2.434 0.899  O25 0.988
52 H 6.572 -1.383 -5.076  C64 1.085
53 H -7.309 -5.134 -3.428  C129 1.085
54 H 5.103 0.645 1.744  C7 1.157
55 C -3.680 -2.868 -3.656  H23 1.085, C162 1.392, C167 1.392
56 H 6.148 4.458 -1.011  C72 1.154
57 H 3.957 2.733 -1.338  C66 1.161
58 H 9.097 -2.179 -0.411  C6 1.147
59 C 2.632 5.263 7.670  C108 1.392, H115 1.085, C116 1.392
60 C 1.828 3.986 5.789  C8 1.392, C108 1.392, H119 1.085
61 C 6.522 -0.468 -7.022  C64 1.392, C102 1.392, H153 1.085
62 H -0.250 3.017 -5.730  C93 1.154
63 H 6.113 -4.060 -0.086  O88 0.984
64 C 6.319 -1.511 -6.123  H52 1.085, C61 1.392, C95 1.392
65 C 2.955 -2.116 -2.210  N80 1.505, C149 1.544, C169 1.594
66 C 5.096 2.520 -1.413  C9 1.606, H57 1.161, C72 1.622, H111 1.146
67 C -0.910 6.026 -3.969  C42 1.559, H77 1.151, N109 1.471
68 C -7.631 1.573 7.698  C21 1.392, C82 1.392, H91 1.085
69 H 4.082 -5.321 -2.007  O144 0.997
70 N 6.393 -1.419 -0.273  C46 1.459, C75 1.477, C136 1.462
71 C -8.500 -8.077 5.581  C1 1.392, C118 1.392, H160 1.085
72 C 5.752 3.905 -1.943  H56 1.154, C66 1.622, S84 1.853, H165 1.157
73 C 2.595 0.108 -0.782  C22 1.593, N143 1.429, C169 1.543
74 C 5.754 7.144 4.011  C43 1.392, C130 1.392, H158 1.085
75 C 6.674 -1.422 1.177  H27 1.152, N70 1.477, H98 1.154, H154 1.160
76 H 2.042 4.591 -5.065  C97 1.143
77 H -2.044 6.006 -3.776  C67 1.151
78 H -1.604 3.263 -2.841  C103 1.161
79 H 0.475 4.825 -0.516  O26 0.993
80 N 2.417 -3.116 -3.198  C65 1.505, H137 1.032, H138 1.044
81 H -6.528 -7.380 6.081  C1 1.085
82 C -7.200 2.893 7.606  C68 1.392, C86 1.392, H127 1.085
83 H -1.842 -0.709 -2.809  C45 1.160
84 S 7.182 3.584 -3.078  O3 1.518, Cl20 2.113, C72 1.853, O105 1.515
85 C -8.645 -5.106 -1.743  C16 1.392, H17 1.085, C129 1.392
86 C -6.469 3.311 6.498  C11 1.392, C82 1.392, H92 1.085
87 C -6.611 1.091 5.569  C11 1.392, C21 1.391, H28 1.085
88 O 6.506 -4.297 -0.956  H63 0.984, P122 1.721
89 H -9.808 -8.151 2.450  C123 1.085
90 C -2.299 -4.197 -5.118  C112 1.392, H128 1.085, C162 1.392
91 H -8.199 1.247 8.563  C68 1.085
92 H -6.128 4.339 6.429  C86 1.085
93 C -0.888 3.599 -4.964  H62 1.154, C103 1.606, N109 1.510, H159 1.145
94 C -5.404 -1.711 2.469  H24 1.085, C30 1.392, C133 1.392
95 C 5.792 -2.720 -6.567  C64 1.392, C124 1.392, H142 1.085
96 H -9.730 -5.034 0.113  C16 1.085
97 C 1.196 5.250 -4.671  H76 1.143, N109 1.448, C121 1.556
98 H 5.747 -1.710 1.801  C75 1.154
99 C -4.817 -1.801 4.805  C18 1.392, C30 1.392, H110 1.085
100 H 5.231 5.304 4.993  C130 1.085
101 H 9.608 -0.921 -1.770  C6 1.141
102 C 6.202 -0.635 -8.366  H50 1.085, C61 1.392, C107 1.392
103 C -0.948 2.713 -3.626  C31 1.601, H48 1.145, H78 1.161, C93 1.606
104 C -6.357 -4.810 -0.187  C15 1.392, H125 1.086, C150 1.392
105 O 6.979 2.351 -3.935  S84 1.515
106 H 4.033 4.389 3.029  C126 1.085
107 C 5.669 -1.842 -8.810  H19 1.085, C102 1.392, C124 1.392
108 C 2.416 5.139 6.300  C59 1.392, C60 1.392, H164 1.085
109 N -0.203 4.887 -4.575  C67 1.471, C93 1.510, C97 1.448
110 H -4.100 -1.629 5.601  C99 1.085
111 H 5.192 1.652 -2.155  C66 1.146
112 C -3.418 -4.526 -5.877  C34 1.392, C90 1.392, H168 1.085
113 C -6.910 -7.250 3.968  C1 1.392, H5 1.085, C38 1.392
114 H 1.402 2.267 8.684  C152 1.085
115 H 3.085 6.164 8.069  C59 1.085
116 C 2.268 4.228 8.527  C59 1.392, C152 1.392, H155 1.085
117 H 5.046 -3.824 -8.256  C124 1.086
118 C -9.420 -8.297 4.560  H29 1.085, C71 1.392, C123 1.392
119 H 1.657 3.892 4.721  C60 1.085
120 H 8.522 -2.356 -2.161  C6 1.161
121 C 1.501 6.669 -4.112  C42 1.577, C97 1.556, H156 1.136
122 P 5.510 -3.698 -2.225  O88 1.721, O144 1.716, C149 1.896, O166 1.547
123 C -9.088 -7.986 3.245  C38 1.392, H89 1.085, C118 1.392
124 C 5.463 -2.883 -7.910  C95 1.392, C107 1.392, H117 1.086
125 H -5.464 -4.698 0.420  C104 1.086
126 C 4.490 5.372 2.976  C39 1.392, H106 1.085, C130 1.391
127 H -7.433 3.596 8.399  C82 1.085
128 H -1.324 -4.586 -5.393  C90 1.085
129 C -7.393 -5.058 -2.349  C15 1.392, H53 1.085, C85 1.392
130 C 5.165 5.886 4.079  C74 1.392, H100 1.085, C126 1.391
131 H -1.557 -3.116 -3.414  C162 1.086
132 N 0.715 -0.884 -2.402  C35 1.437, C169 1.433
133 C -6.660 -2.232 2.765  C37 1.392, H41 1.085, C94 1.392
134 H -3.501 -1.094 3.258  C30 1.085
135 O 7.296 0.329 -1.718  C136 1.255
136 C 7.396 -0.764 -1.112  C6 1.625, N70 1.462, O135 1.255
137 H 2.336 -3.998 -2.668  N80 1.032
138 H 3.222 -3.240 -3.853  N80 1.044
139 P -0.456 2.812 -0.218  O25 1.688, O26 1.720, C40 1.912, O49 1.560
140 H -2.279 0.647 -1.663  C45 1.140
141 H 6.708 1.908 0.156  C9 1.141
142 H 5.636 -3.533 -5.867  C95 1.085
143 N 1.850 1.238 -0.323  C40 1.430, C73 1.429
144 O 4.636 -5.061 -2.793  H69 0.997, P122 1.716
145 H -5.610 2.737 4.612  C11 1.085
146 H -0.183 8.177 -3.149  C42 1.144
147 H 4.927 7.959 0.822  C13 1.085
148 H -5.544 -4.293 -6.109  C34 1.085
149 C 4.396 -2.265 -1.674  C46 1.600, C65 1.544, P122 1.896
150 C -7.609 -4.849 0.418  H12 1.085, C16 1.392, C104 1.392
151 H -7.970 -2.956 4.310  C37 1.085
152 C 1.684 3.074 8.015  C8 1.392, H114 1.085, C116 1.392
153 H 6.931 0.475 -6.674  C61 1.085
154 H 7.536 -2.143 1.462  C75 1.160
155 H 2.441 4.322 9.594  C116 1.085
156 H 2.489 7.222 -4.020  C121 1.136
157 H -6.332 -2.564 6.126  C18 1.085
158 H 6.277 7.546 4.872  C74 1.085
159 H -1.917 3.843 -5.403  C93 1.145
160 H -8.761 -8.315 6.607  C71 1.085
161 H 5.481 3.169 0.680  C9 1.162
162 C -2.430 -3.370 -4.007  C55 1.392, C90 1.392, H131 1.086
163 H -5.776 -2.814 -4.135  C167 1.085
164 H 2.706 5.943 5.631  C108 1.085
165 H 4.922 4.508 -2.476  C72 1.157
166 O 6.349 -3.189 -3.421  P122 1.547
167 C -4.801 -3.202 -4.412  C34 1.391, C55 1.392, H163 1.085
168 H -3.316 -5.169 -6.745  C112 1.085
169 C 2.011 -0.902 -1.791  C65 1.594, C73 1.543, N132 1.433